30
Properties=species:S:1:pos:R:3:forces:R:3:mulliken_charge:R:1 method="wB97M-V/def2-TZVPD" de_lowest_kj_mol=0.0 largest_force_ev_per_a=0.83 mol_weight_g_mol=290.37 lumo_ev=-11.5 charge=+3 gap_ev=8.27
Ru 0.30474 -0.53111 0.94430 -0.39 -0.38 0.16 0.57
C -2.34342 0.07834 1.84739 -0.06 -0.07 0.03 -0.70
C -2.59223 -0.82394 0.65729 -0.09 0.14 -0.15 -0.56
N -1.35699 -0.81919 -0.19386 0.26 0.06 -0.08 -0.12
C -1.08523 -2.06937 -0.96096 -0.21 -0.09 -0.12 -0.54
C -0.90152 -3.25397 -0.03267 0.09 -0.19 -0.01 -0.59
S 0.15612 -2.76043 1.38632 0.01 0.16 -0.06 0.10
C -1.00434 -2.70894 2.80976 0.08 -0.20 0.10 -0.47
C -0.93755 -1.34134 3.45249 -0.14 -0.05 0.08 -0.71
N -1.00928 -0.22609 2.45680 0.12 0.20 0.17 -0.12
H -3.14098 0.00393 2.58858 0.02 -0.06 0.02 0.39
H -2.30718 1.11805 1.51624 0.00 0.01 0.04 0.39
H -3.44606 -0.45175 0.08978 0.03 -0.04 -0.07 0.45
H -2.82364 -1.84692 0.93475 0.05 0.01 0.06 0.21
H -1.42505 -0.05534 -0.86749 -0.19 -0.05 -0.02 0.33
H -0.16169 -1.89139 -1.51911 -0.04 0.00 -0.05 0.32
H -1.86366 -2.27407 -1.70074 -0.08 0.04 0.08 0.39
H -0.38891 -4.05160 -0.57014 0.05 -0.03 0.10 0.45
H -1.81948 -3.68381 0.36441 -0.05 0.08 -0.05 0.42
H -0.66734 -3.45404 3.53073 0.02 -0.05 -0.07 0.46
H -1.99224 -3.01315 2.47305 -0.03 0.10 0.00 0.33
H 0.01523 -1.22605 3.97183 -0.01 0.01 0.01 0.41
H -1.72705 -1.23672 4.20046 -0.03 0.04 -0.04 0.35
H -0.72775 0.60847 2.97235 -0.15 0.00 0.06 0.34
C 4.89034 1.92231 -0.41983 -0.11 -0.08 0.03 -0.67
C 3.67660 1.26582 -0.06062 0.16 0.08 -0.02 0.52
O 2.72245 0.75098 0.22483 0.71 0.36 -0.23 -0.01
H 4.68165 2.99590 -0.53858 -0.01 0.01 0.00 0.36
H 5.24993 1.49027 -1.36566 0.00 -0.01 -0.01 0.36
H 5.62231 1.75502 0.38463 0.00 0.00 0.01 0.36

30
Properties=species:S:1:pos:R:3:forces:R:3:mulliken_charge:R:1 method="wB97M-V/def2-TZVPD" de_lowest_kj_mol=13.3 largest_force_ev_per_a=0.59 mol_weight_g_mol=208.33 lumo_ev=0.7 gap_ev=8.64
C 2.66983 2.60153 -0.85122 0.02 0.00 0.05 -1.60
C 2.32793 1.19314 -0.46987 0.00 -0.08 0.02 0.82
C 3.32460 0.29931 -0.09926 -0.01 0.01 -0.02 -0.72
C 3.00788 -1.00230 0.24370 -0.02 0.10 -0.05 -0.70
C 1.69610 -1.44958 0.24884 -0.17 0.04 0.04 0.95
C 1.35409 -2.86134 0.61781 0.00 0.09 -0.02 -1.62
C 0.68814 -0.54584 -0.10616 0.52 0.20 0.03 -0.21
N -0.64104 -0.99472 -0.11595 0.14 -0.32 0.21 -0.08
C -1.77838 -0.23365 -0.10080 -0.38 0.00 0.00 0.18
S -3.06353 -0.73002 -1.02460 -0.38 -0.26 -0.36 -0.45
N -1.83150 0.84356 0.70844 0.26 -0.25 -0.16 0.10
C -2.95194 1.74876 0.64802 -0.26 0.21 -0.16 -1.10
C -0.94509 1.04062 1.82989 0.24 0.05 0.22 -1.05
C 1.01332 0.75523 -0.47527 0.05 -0.12 -0.06 -0.37
H 3.51394 2.61806 -1.53778 0.04 0.07 -0.06 0.42
H 1.82398 3.09438 -1.32385 -0.02 0.08 -0.04 0.35
H 2.95072 3.17256 0.03424 0.01 0.10 0.00 0.30
H 4.35507 0.62216 -0.08950 0.13 0.04 0.00 0.41
H 3.79684 -1.68773 0.51801 0.07 -0.09 0.04 0.35
H 0.55972 -2.88534 1.36313 -0.06 -0.07 0.04 0.34
H 1.00896 -3.41468 -0.25709 -0.05 -0.14 -0.01 0.35
H 2.22532 -3.37251 1.01846 0.03 -0.07 0.00 0.40
H -0.78512 -1.89583 -0.55448 -0.13 0.22 0.04 0.32
H -2.59103 2.77373 0.74584 0.03 0.02 0.07 0.34
H -3.66782 1.54391 1.44923 0.01 -0.01 -0.01 0.33
H -3.45922 1.62853 -0.30696 0.03 0.08 0.13 0.37
H -0.39510 0.12870 2.04942 -0.02 0.05 0.03 0.35
H -1.54104 1.30876 2.70491 0.01 -0.02 -0.02 0.42
H -0.22688 1.84282 1.63602 0.00 -0.03 0.07 0.32
H 0.22662 1.42192 -0.79698 -0.08 0.09 -0.02 0.50

16
Properties=species:S:1:pos:R:3:forces:R:3:mulliken_charge:R:1 method="wB97M-V/def2-TZVPD" de_lowest_kj_mol=246.4 largest_force_ev_per_a=6.65 mol_weight_g_mol=122.08 lumo_ev=4.1 charge=-1 gap_ev=7.90
C -1.06907 -1.62500 -0.34665 1.74 -0.36 1.03 -0.58
C -0.34968 -1.18029 0.97375 0.73 0.34 -1.56 -0.74
P 0.64948 0.47840 0.75997 -3.99 3.18 3.28 0.82
O -0.09567 1.62167 2.04193 2.57 -4.04 -4.61 -0.91
O 1.99747 0.03177 1.44285 1.32 -2.43 -2.40 -0.52
N 1.04306 0.92302 -0.70585 -0.86 -0.57 1.16 -0.53
C 0.22443 1.64837 -1.61406 1.38 1.67 -1.96 -0.75
H -0.59524 -2.52878 -0.79928 -0.33 0.79 0.21 0.23
H -2.07961 -1.82691 -0.11962 -1.28 -0.40 0.01 0.29
H -1.01098 -0.78915 -1.00310 -0.06 0.38 -0.97 0.02
H 0.27424 -2.00459 1.34401 0.19 0.48 -0.03 0.36
H -1.07425 -0.96841 1.71978 -0.60 0.32 0.75 0.34
H 2.04474 0.52658 2.19609 0.33 2.19 3.45 0.26
H 0.97807 2.26308 -2.33184 -1.79 -1.03 1.33 0.20
H -0.53911 2.35695 -1.26007 0.51 0.26 0.70 0.28
H -0.39788 1.07328 -2.29789 0.16 -0.76 -0.40 0.25

170
Properties=species:S:1:pos:R:3:forces:R:3:mulliken_charge:R:1 method="wB97M-V/def2-TZVPD" de_lowest_kj_mol=1092.0 largest_force_ev_per_a=3.57 mol_weight_g_mol=960.38 lumo_ev=-16.0 charge=+8 gap_ev=7.32
C 0.54286 -2.79735 3.34120 -1.73 0.18 0.69 -1.05
C -0.36062 -3.76338 4.22169 1.36 -0.35 0.31 0.36
C -0.66722 -3.12742 5.60735 0.04 0.43 0.33 -0.58
O -1.52420 -3.84449 6.43994 -1.01 -0.60 -0.40 -0.40
C -1.64143 -3.26515 7.77155 0.91 0.95 0.22 -0.64
N -1.63472 -4.19768 3.50942 0.02 1.60 0.83 -0.16
H -2.18147 -4.77013 4.13893 -0.08 -1.06 0.33 0.43
H -2.24859 -3.39953 3.41775 -0.23 0.59 -0.45 0.27
H -1.46955 -4.60130 2.59802 -0.06 -0.42 -0.07 0.32
H 1.35792 -2.36085 3.91825 0.11 -0.54 0.13 0.49
H -0.08638 -1.93869 3.10520 -0.12 0.11 0.09 -0.18
H 0.88795 -3.10363 2.35382 0.12 -0.76 0.35 0.47
H 0.10374 -4.73525 4.38953 0.37 0.13 0.10 0.23
H -1.05113 -2.11934 5.44469 -0.35 0.40 -0.19 0.01
H 0.26807 -2.97221 6.14620 0.56 -0.12 -0.33 0.55
H -2.44478 -3.57648 8.43890 -0.15 -1.05 -0.85 0.36
H -1.80348 -2.18819 7.71773 0.12 0.23 -0.47 0.13
H -0.69569 -3.41350 8.29299 0.02 -0.15 0.05 0.34
C -1.29823 0.47401 3.69012 -1.00 -0.42 -0.01 -1.53
C -2.32437 1.30775 4.48320 0.22 -0.77 -0.59 1.20
C -3.55334 0.56409 5.06047 -0.44 0.06 0.98 -1.20
O -3.24512 -0.22994 6.19043 1.03 1.03 -0.65 -0.26
C -4.38488 -0.61685 6.98400 0.67 0.06 0.73 -0.82
N -1.56683 2.06342 5.53107 -0.22 1.14 0.59 -0.17
H -1.33807 2.99765 5.22001 0.25 0.32 -0.58 0.33
H -2.11362 2.30190 6.34783 -0.49 -0.63 0.90 0.33
H -0.68456 1.66280 5.81857 0.07 -0.67 0.38 0.35
H -0.52095 -0.01601 4.27664 -0.06 0.25 0.37 0.52
H -0.83303 0.99450 2.85314 -0.13 0.08 0.07 0.30
H -1.92059 -0.34025 3.31867 0.29 -0.07 -0.51 0.20
H -2.72272 2.10783 3.85926 -0.13 -0.28 -0.27 -0.32
H -4.15232 -0.01362 4.35566 0.69 -0.25 -0.86 0.48
H -4.29229 1.34097 5.26097 -0.04 0.37 0.79 0.58
H -4.02848 -0.84640 7.98825 0.37 -0.32 -0.17 0.25
H -4.78663 -1.53017 6.54573 -0.76 0.45 0.06 0.36
H -4.99716 0.25941 7.19714 -0.69 -0.30 -0.70 0.39
C -5.57483 6.64163 1.29918 0.75 -0.78 -1.01 -1.36
C -4.50913 5.94642 2.16097 -0.94 1.39 0.25 -0.20
C -3.90618 4.61531 1.80511 -0.29 -1.57 -1.25 -0.23
O -2.96186 4.64846 0.77030 0.31 2.13 0.29 -0.38
C -2.36681 3.44190 0.36193 -0.41 0.56 -0.49 -0.35
N -3.36486 6.93394 2.32865 -0.38 -1.14 0.11 -0.19
H -2.92653 6.61330 3.18078 0.62 0.77 0.32 0.33
H -2.71944 6.85613 1.55458 0.27 0.12 -0.45 0.29
H -3.74004 7.87014 2.39686 0.07 0.59 0.26 0.37
H -5.17150 6.73969 0.29094 -0.07 -0.06 -0.24 0.38
H -5.80513 7.66376 1.59962 -0.12 -0.19 0.51 0.42
H -6.48325 6.04571 1.21325 0.01 0.12 0.24 0.38
H -4.88855 5.86918 3.18005 -0.24 -0.21 -0.01 0.37
H -4.63700 3.92830 1.37754 -0.87 0.04 0.89 0.61
H -3.46413 4.15912 2.69188 0.11 -0.12 0.44 -0.07
H -1.45526 3.29667 0.94194 0.14 -0.45 -0.18 -0.09
H -2.19035 3.65078 -0.69303 0.59 -0.57 0.09 0.19
H -3.05208 2.59545 0.41162 -0.01 -0.12 0.22 0.45
C 3.65235 -7.31961 4.83918 1.07 -0.85 -1.18 -1.39
C 3.21040 -6.72159 3.42955 0.21 0.32 2.14 1.06
C 4.28778 -5.95536 2.65898 1.59 -1.34 0.07 -1.02
O 3.82556 -5.24917 1.55952 -0.94 1.17 -1.74 -0.16
C 4.25914 -3.86688 1.47649 0.06 0.18 0.98 -0.73
N 2.58483 -7.83125 2.52300 -0.23 0.94 0.54 -0.23
H 3.12302 -8.65306 2.28311 1.21 -0.15 0.11 0.37
H 1.76189 -8.25328 2.93153 -0.50 0.07 0.62 0.40
H 2.28257 -7.41175 1.65450 0.06 0.23 -0.44 0.25
H 4.59337 -7.85508 4.70956 0.20 -0.08 -0.30 0.40
H 3.02881 -8.09623 5.28236 -0.67 0.22 -0.39 0.42
H 3.91344 -6.65353 5.66145 -0.48 0.76 -0.52 0.40
H 2.44403 -5.97838 3.65074 -0.70 -0.41 -0.42 -0.50
H 4.97318 -6.71867 2.28862 0.34 -0.20 -0.09 0.37
H 4.94452 -5.31514 3.24822 -0.46 -0.13 0.78 0.56
H 3.97443 -3.29549 0.59303 -0.74 -0.85 -0.29 0.04
H 5.33615 -3.69825 1.48839 0.23 -0.71 0.31 0.42
H 3.83124 -3.36502 2.34465 0.09 0.30 0.06 0.37
C -3.74902 -5.10316 -3.07605 -0.16 0.51 -0.29 -1.49
C -3.05360 -3.71316 -3.16667 0.27 -3.35 0.38 0.41
C -4.02479 -2.63444 -3.31809 -0.87 2.27 -1.66 -0.63
O -4.74293 -2.86507 -4.53067 0.26 -0.37 0.71 -0.34
C -5.55782 -1.76488 -4.97016 -0.19 0.11 0.27 -0.72
N -2.23019 -3.47110 -1.84961 -0.96 0.61 -0.76 0.10
H -2.84528 -3.40252 -1.05049 -0.60 -0.20 0.13 0.49
H -1.48914 -4.10576 -1.58688 0.09 -0.56 -0.60 0.37
H -1.81910 -2.55120 -1.94030 0.74 0.91 -0.03 0.10
H -4.58090 -5.04823 -2.37337 0.31 -0.04 0.64 0.41
H -3.10684 -5.96668 -2.90321 0.14 0.21 0.22 0.41
H -4.33387 -5.34795 -3.96282 0.48 0.38 -0.50 0.42
H -2.36182 -3.57987 -3.99836 0.32 -0.58 0.20 0.20
H -3.39822 -1.76004 -3.49962 -0.12 0.80 0.32 0.25
H -4.64748 -2.43414 -2.44555 -0.41 -0.25 0.12 0.46
H -4.95738 -0.93584 -5.34538 0.28 0.13 0.31 0.22
H -6.21335 -1.45909 -4.15462 0.03 0.23 0.02 0.33
H -6.20178 -2.03661 -5.80634 0.24 -0.65 0.16 0.31
C -0.06438 4.16015 -2.50187 0.52 -0.07 0.45 -0.82
C 1.16339 4.25104 -3.41914 -0.19 0.77 0.28 0.35
C 1.97400 5.54104 -3.08043 0.59 -1.16 -0.79 -0.76
O 3.05073 5.61084 -3.97651 -0.94 -0.33 0.43 -0.33
C 3.80101 6.80072 -3.76854 0.31 0.27 -1.28 -0.76
N 2.12277 3.08535 -3.20695 1.16 0.25 0.13 0.10
H 1.83342 2.11855 -3.13599 -1.28 -0.50 0.40 0.00
H 2.81756 3.02831 -3.93953 0.15 0.62 -0.95 0.50
H 2.74065 3.24528 -2.42290 -0.06 0.18 0.78 0.40
H -0.50765 3.16500 -2.47323 0.04 0.11 0.07 -0.03
H -0.84303 4.91376 -2.61996 0.12 -0.01 -1.04 0.62
H 0.26889 4.44997 -1.50494 0.17 -0.54 0.33 0.05
H 0.95025 4.13364 -4.48143 -0.29 0.54 0.11 0.32
H 2.41774 5.45645 -2.08727 -0.19 -0.32 0.73 0.17
H 1.38260 6.45573 -3.03211 -0.42 -0.05 -0.48 0.53
H 4.38092 6.86222 -4.68923 0.38 0.33 0.38 0.29
H 4.44041 6.76701 -2.88636 -0.04 -0.11 0.06 0.29
H 3.12728 7.65759 -3.75341 0.05 0.12 0.19 0.35
C 1.40937 4.00180 1.17839 1.13 0.08 0.15 -0.51
C 2.60810 4.45276 2.07658 -0.56 0.87 -1.50 0.21
C 2.89602 5.95443 1.80933 1.59 0.28 1.29 -0.88
O 4.00111 6.31486 2.67002 -1.54 -1.39 -0.37 -0.37
C 4.46178 7.65113 2.57676 0.44 1.11 -0.02 -0.74
N 2.29726 4.23695 3.55686 0.63 1.31 -0.34 -0.23
H 2.34713 3.30127 3.93535 -0.45 -0.53 -0.34 0.33
H 3.00336 4.72641 4.09146 1.11 0.66 0.12 0.39
H 1.47606 4.76862 3.81101 -0.72 -0.29 0.12 0.33
H 0.51562 4.62148 1.25480 -0.24 -0.23 1.01 0.42
H 1.26088 2.92509 1.25932 -0.48 0.11 -0.02 0.16
H 1.59208 4.22982 0.12814 0.84 -0.31 0.00 -0.36
H 3.55173 3.93397 1.90831 -0.25 -0.31 -0.13 0.38
H 1.99426 6.55474 1.93593 -0.21 0.27 0.57 0.46
H 3.20249 6.17549 0.78660 -0.04 -0.67 -0.35 0.40
H 4.76835 7.95802 1.57652 -0.36 -0.32 -0.37 0.30
H 5.38520 7.75698 3.14584 -0.28 -0.31 0.35 0.29
H 3.71030 8.34432 2.95492 0.03 0.06 0.03 0.33
C -0.13395 2.02432 -9.59470 0.08 0.30 0.38 -1.46
C -0.55530 1.99753 -8.06529 0.98 -0.48 -1.24 0.19
C 0.62361 1.81321 -7.00024 -1.29 -0.19 -1.11 -0.81
O 0.16941 2.14700 -5.69844 0.40 1.44 -0.32 -0.03
C -0.49804 1.18270 -4.91958 0.26 -0.81 -0.27 -0.77
N -1.31525 3.31862 -7.80426 0.34 -0.65 -0.21 -0.23
H -1.72408 3.36284 -6.88104 0.46 0.21 0.63 0.27
H -0.69738 4.08952 -8.01919 0.66 0.47 0.57 0.37
H -2.09004 3.56563 -8.40542 -0.58 -0.85 -0.91 0.39
H -0.97095 2.10245 -10.28877 -0.46 -0.07 0.42 0.44
H 0.42793 1.17920 -9.99246 -0.05 -0.39 0.74 0.38
H 0.49772 2.86999 -9.86785 0.12 0.30 0.49 0.43
H -1.21282 1.14604 -7.89053 -0.53 0.45 -0.10 0.21
H 1.49831 2.37972 -7.31980 -0.09 0.46 0.51 0.45
H 0.93904 0.76984 -7.02046 -0.15 -0.16 -0.27 0.40
H -1.06764 1.71219 -4.15609 0.05 -0.13 -0.01 0.13
H 0.23570 0.50780 -4.47823 0.01 0.00 0.32 0.11
H -1.15772 0.53436 -5.49681 -0.29 0.19 -0.18 0.51
C 4.28922 -6.92298 -2.00281 0.59 -0.10 0.96 -1.34
C 3.16629 -6.08670 -2.55936 1.53 0.29 -1.22 0.30
C 3.71178 -4.61224 -2.80747 -2.60 -0.75 0.48 -0.38
O 2.78374 -3.82797 -3.55909 0.53 0.08 -0.39 -0.47
C 1.49429 -3.55206 -3.01357 0.77 -0.48 -0.53 -0.49
N 2.71256 -6.74543 -3.86408 -0.09 1.39 -0.42 -0.18
H 2.32967 -7.66368 -3.68608 0.03 -0.52 -0.29 0.38
H 2.03529 -6.17150 -4.34839 -1.11 0.31 0.34 0.30
H 3.36506 -6.73773 -4.63675 1.38 -0.79 0.09 0.37
H 5.24999 -6.89339 -2.51715 -0.38 -0.19 -0.95 0.42
H 3.97948 -7.95331 -1.82803 0.21 -0.04 0.01 0.45
H 4.65720 -6.49390 -1.07042 -0.62 -0.02 0.49 0.19
H 2.25788 -6.19341 -1.96660 0.16 0.60 0.29 0.17
H 4.68543 -4.60512 -3.29695 -0.23 -0.06 -0.20 0.46
H 3.80195 -4.20097 -1.80168 0.27 0.12 0.15 0.08
H 1.04610 -2.71234 -3.54435 0.45 0.20 0.14 0.23
H 1.56273 -3.34820 -1.94475 -0.19 0.00 0.15 0.28
H 0.84822 -4.39437 -3.26375 -0.38 -0.32 0.51 0.21
C 0.63676 -0.66308 0.26243 2.06 -0.27 -0.40 0.29
F -0.24669 -1.51108 0.81497 -0.17 0.57 -0.47 -0.21
F 0.84873 0.36735 1.10051 -0.28 -0.49 -0.02 -0.15
F 1.82390 -1.34982 0.17406 -1.20 0.53 0.09 -0.21
S 0.18144 0.02061 -1.42374 -2.14 1.40 -2.49 1.32
O 1.39818 0.40722 -2.14730 -0.54 -0.86 1.33 -1.01
O -0.56699 -1.08159 -2.10504 1.13 1.08 1.63 -0.87
O -0.64282 1.20704 -1.09297 0.93 -2.00 0.21 -0.51

The HOMO results, record by record, are as follows: -19.743, -7.917, -3.764, -23.326 eV.